# C21H20F3N3O

The molecule C21H20F3N3O (ωB97M-V/def2-TZVPD, the OMol25 dataset).

```
48
Properties=species:S:1:pos:R:3:nbo_charge:R:1
F 6.352 -2.256 0.626 -0.341
F 5.259 -4.188 1.015 -0.300
F 5.849 -2.894 2.603 -0.314
O -1.132 1.484 1.417 -0.508
N 1.659 -0.198 3.177 -0.327
N -4.479 1.563 0.471 -0.450
N 0.515 0.072 0.542 -0.482
C -5.601 1.047 1.337 -0.424
C -0.023 0.747 1.589 0.498
C -2.386 1.015 -0.597 -0.445
C 1.328 -0.955 -4.431 -0.225
C 0.755 -1.462 -2.063 -0.156
C 3.034 -0.765 -2.680 -0.184
C 2.714 -0.816 -4.130 -0.193
C -3.924 2.721 1.135 -0.219
C 0.542 0.516 2.909 -0.031
C 2.186 -0.765 2.099 0.070
C 3.440 -1.545 2.222 -0.144
C 4.085 -2.089 1.150 -0.142
C 2.071 -1.206 -1.705 -0.086
C -2.604 3.250 0.310 -0.426
C 1.614 -0.662 0.812 0.233
C 5.398 -2.929 1.359 0.986
C 2.320 -1.322 -0.323 -0.048
C -3.562 0.430 0.166 -0.213
C 0.363 -1.143 -3.424 -0.210
C 3.455 -2.039 -0.035 -0.174
C -1.573 2.029 0.120 0.115
H -4.652 3.512 1.141 0.205
H -0.820 2.297 -0.536 0.204
H 3.371 -0.700 -4.907 0.211
H -4.124 -0.254 -0.434 0.209
H 1.050 -0.837 -5.474 0.214
H 0.178 1.216 3.597 0.200
H -0.725 -1.133 -3.476 0.215
H -2.891 3.527 -0.761 0.209
H 3.903 -2.565 -0.840 0.220
H -1.617 0.192 -0.672 0.229
H -2.676 1.414 -1.498 0.217
H -3.085 -0.087 1.091 0.170
H -2.284 4.284 0.646 0.223
H -6.506 1.694 1.406 0.202
H 3.941 -1.485 3.217 0.236
H -5.938 -0.007 1.121 0.205
H 4.002 -0.498 -2.403 0.211
H -0.029 -1.798 -1.422 0.218
H -3.502 2.571 2.174 0.170
H -5.252 1.019 2.359 0.172
```

The HOMO energy is -8.611 eV. For the total energy, the calculation gives -36769.1942 eV. The energy above the lowest of the compared OMol25 structures with the same formula, charge and spin is 3.016 eV. The HOMO-LUMO gap is 8.03 eV. The value obtained for the lowest unoccupied orbital energy is -0.6 eV.